# 1
Formula: C3H10N3O7Sn2
Source: OMol25
Level of theory: wB97M-V/def2-TZVPD

The spin multiplicity is 1. The value obtained for the energy above the lowest of the compared OMol25 structures with the same formula, charge and spin is 0.00 kcal/mol. Its net charge is +3. Its max |F| is 3.6 eV/Å. For the highest occupied orbital energy, the calculation gives -19.89 eV. The calculation puts the HOMO-LUMO gap at 5.768 eV.

Each line ends with the Mulliken charge.
Atoms and positions in Å:
Sn 2.23940 1.52824 2.16254  1.62
Sn 3.11832 -2.71059 -0.80773  1.69
O 1.39653 -0.55974 0.27859  -0.70
H 0.42688 -0.67925 0.27232  0.07
C -0.89970 -2.23238 1.78996  -0.50
N -0.72255 -3.51035 1.07128  0.80
O 0.15092 -3.52452 0.19156  -0.53
O -1.37492 -4.49885 1.44006  -0.36
H -1.61320 -1.61365 1.24572  0.11
H 0.06045 -1.72760 1.89675  0.25
H -1.23518 -2.57398 2.76918  0.36
C -2.39500 0.98801 -0.04730  -0.68
N -1.34315 1.29620 1.00105  0.74
O -1.39439 0.67845 2.02476  -0.43
O -0.50054 2.16178 0.67814  -0.45
H -1.86090 1.04979 -0.99547  0.29
H -3.16627 1.74509 0.09436  0.35
H -2.82253 0.00425 0.14640  0.30
C 1.46066 1.45821 -2.44384  -0.36
N 1.94626 2.73027 -1.77859  0.74
O 1.99652 3.75347 -2.44178  -0.36
O 2.55048 2.64007 -0.71012  -0.51
H 0.77986 0.93102 -1.77550  0.03
H 2.34665 0.90916 -2.76269  0.22
H 0.85548 1.75695 -3.29977  0.34

Forces on atoms 1 to 6 (eV/Å):
-1.593 -0.208 -2.413
-2.224 0.834 0.874
1.771 0.068 0.467
0.729 -0.292 -0.088
-0.268 -0.448 0.856
-0.675 -2.489 1.022

=====

# 2
Formula: C3H4ClF3O2PS
Source: OMol25
Level of theory: wB97M-V/def2-TZVPD

The spin multiplicity is 1. The value obtained for the energy above the lowest of the compared OMol25 structures with the same formula, charge and spin is 58.52 kcal/mol. Its net charge is -1. Its max |F| is 3.4 eV/Å. For the highest occupied orbital energy (alpha / beta), the calculation gives -4.45 / -3.65 eV. The calculation puts the HOMO-LUMO gap (alpha / beta) at 7.278 / 5.932 eV.

Each line ends with the Mulliken charge.
Atoms and positions in Å:
C -0.92909 0.33278 -0.14335  -0.54
C 2.64051 0.48592 1.90874  -0.33
C -1.19131 1.13528 -1.43406  0.83
O 0.39596 -3.34329 -0.65070  -0.54
O -0.18742 -0.78725 -0.49608  -0.20
F -1.66478 0.38422 -2.41390  -0.24
F -0.18168 1.86395 -1.87809  -0.26
F -2.19851 2.08269 -1.13829  -0.31
P -0.43819 -2.37341 0.06537  0.27
S -2.49901 -2.54059 -0.10615  -0.56
Cl 4.19802 0.97824 2.25482  -0.17
H -0.57151 1.15163 0.56454  0.17
H -1.76761 -0.02885 0.37887  0.38
H 1.99394 1.30439 1.40258  0.20
H 2.40068 -0.64571 1.68571  0.29

Forces on atoms 1 to 6 (eV/Å):
0.870 1.077 -0.370
-2.657 -0.878 -1.928
-2.538 0.131 1.488
1.134 -0.284 -0.641
1.919 0.266 0.072
0.184 0.045 -0.343

=====

# 3
Formula: C3H4Cl2O
Source: OMol25
Level of theory: wB97M-V/def2-TZVPD

The spin multiplicity is 1. The SMILES is C=CC(=O)Cl.Cl. The value obtained for the energy above the lowest of the compared OMol25 structures with the same formula, charge and spin is 18.82 kcal/mol. Its max |F| is 2.1 eV/Å. For the highest occupied orbital energy, the calculation gives -10.83 eV. The calculation puts the HOMO-LUMO gap at 10.650 eV.

Each line ends with the Mulliken charge.
Atoms and positions in Å:
C -1.17142 -1.12677 -0.20754  -0.66
C -0.05983 -0.68085 0.30892  -0.32
C 1.06561 -0.34427 -0.58190  0.61
O 1.18424 -0.34824 -1.74570  -0.42
Cl 2.49145 0.20886 0.37848  -0.23
Cl -0.36217 2.80646 -0.00565  -0.24
H -1.98176 -1.22672 0.46644  0.28
H -1.08352 -1.55078 -1.15088  0.31
H 0.00851 -0.35756 1.30132  0.43
H -0.09111 2.61987 1.23651  0.24

Forces on atoms 1 to 6 (eV/Å):
0.313 -0.513 1.191
0.704 0.958 -0.961
0.998 0.080 1.211
-0.591 -0.334 -1.127
0.115 0.056 0.291
0.018 0.001 0.174

=====

# 4
Formula: C26H31Si
Source: OMol25
Level of theory: wB97M-V/def2-TZVPD

The spin multiplicity is 1. The value obtained for the energy above the lowest of the compared OMol25 structures with the same formula, charge and spin is 22.27 kcal/mol. Its net charge is +1. Its max |F| is 3.8 eV/Å. For the highest occupied orbital energy, the calculation gives -11.58 eV. The calculation puts the HOMO-LUMO gap at 6.255 eV.

Each line ends with the Mulliken charge.
Atoms and positions in Å:
C 2.40212 2.81475 4.78757  -1.42
C 2.15095 1.66797 3.86869  0.92
C 3.12230 1.30126 2.93266  -0.60
C 2.88713 0.27975 2.05049  -0.55
C 1.65192 -0.43175 2.01547  0.61
C 1.35306 -1.27700 0.83601  -0.23
C 0.54110 -2.49170 1.06125  0.39
C 1.04549 -3.78196 0.72824  -0.56
C 0.19820 -4.88375 0.63744  -0.83
C -1.15725 -4.75123 0.95850  1.06
C -2.06564 -5.93333 0.83740  -1.42
C -1.64205 -3.51010 1.40832  -1.29
C -0.80006 -2.40235 1.44740  -0.19
C 0.76244 -0.17425 3.09017  -0.31
C 0.97817 0.89524 3.94395  -1.18
H 1.52800 3.01326 5.40779  0.38
H 3.27619 2.58862 5.42220  0.34
H 2.61408 3.72811 4.23035  0.30
H 4.06367 1.88538 2.90567  0.39
H 3.63231 0.06391 1.27099  0.41
H 2.34161 -1.57311 0.37595  0.64
H 2.09220 -3.91460 0.46257  0.57
H 0.56231 -5.85060 0.29555  0.42
H -3.01141 -5.75366 1.37634  0.36
H -2.34044 -6.14804 -0.20492  0.30
H -1.56089 -6.83485 1.23647  0.38
H -2.68945 -3.43493 1.70783  0.32
H -1.21469 -1.42152 1.69998  0.42
H -0.15367 -0.75820 3.20876  0.51
H 0.24018 1.17532 4.70210  0.34
C -0.93319 -1.70661 -2.99832  -1.05
Si 0.81080 -1.11114 -2.63156  0.06
C 1.97684 -2.55349 -2.46900  -0.85
C 1.37878 -0.11311 -4.15911  -1.05
C 0.92761 -0.20209 -0.87190  0.39
C 1.70880 0.95307 -1.06700  -0.81
C 1.58136 2.20235 -0.32698  0.45
C 2.71526 2.99262 -0.05471  -0.29
C 2.65736 4.11299 0.75470  -0.68
C 1.42605 4.48577 1.31832  -0.35
C 0.29150 3.71237 1.08821  -0.86
C 0.36052 2.56705 0.29085  -0.19
H -0.94337 -2.56323 -3.69276  0.37
H -1.42145 -2.01978 -2.06586  0.29
H -1.54916 -0.91206 -3.44077  0.33
H 1.87098 -3.24901 -3.32028  0.41
H 3.02163 -2.22314 -2.41125  0.29
H 1.75550 -3.12828 -1.56383  0.18
H 1.52761 -0.75347 -5.05568  0.35
H 0.64766 0.65796 -4.43247  0.35
H 2.32610 0.40411 -3.97434  0.29
H -0.09286 0.01805 -0.45694  0.31
H 2.63990 0.89943 -1.66428  0.43
H 3.67878 2.65924 -0.46107  0.39
H 3.55264 4.70788 0.94778  0.44
H 1.36052 5.40553 1.92631  0.42
H -0.67346 4.01349 1.50928  0.41
H -0.50686 1.94186 0.13011  0.47

Forces on atoms 1 to 6 (eV/Å):
0.068 0.062 0.299
-0.300 -0.552 -0.266
0.506 0.523 0.493
-0.468 -0.341 -1.243
-0.035 1.238 -0.028
3.482 -1.431 0.785

=====

Calculated E_tot in order - -33694.8877 -48070.4917 -30267.4608 -35335.2816 eV